C4H3Cl2DyGaN5O3 as an isolated structure. Source: OMol25; level of theory: the ωB97M-V functional and the def2-TZVPD basis.

```
19
Properties=species:S:1:pos:R:3:mulliken_spin:R:1
Ga 0.045 -0.882 -4.491 0.00
Dy -0.129 -0.521 0.041 5.05
Cl -1.011 -0.213 -2.437 0.01
Cl 2.068 -1.309 -0.406 0.01
C -0.861 -1.890 1.883 -0.02
C -0.630 -0.085 -6.138 0.00
C 0.336 -2.476 -5.577 0.00
O -0.881 -2.246 2.992 0.00
O -0.912 0.248 -7.227 0.00
O 0.444 -3.167 -6.516 0.00
N 1.080 0.791 4.453 0.00
N 0.517 1.261 3.277 0.00
N -0.484 2.185 3.367 0.00
C -1.005 2.126 2.137 0.00
N -0.413 1.212 1.337 -0.04
N 0.474 0.542 2.158 -0.01
H 1.735 0.021 4.333 0.00
H 1.296 1.561 5.096 0.00
H -1.668 2.843 1.718 0.00
```

The electronic energy is -4382.06958 hartree. The value obtained for the HOMO energy (alpha / beta) is -0.7994 / -0.7993 hartree. The multiplicity is 6. Its LUMO energy (alpha / beta) is -19.41 / -19.41 eV. Its charge is +4. The largest force on an atom comes out at 10.244 eV/Å. As for the expectation value of S²: 9.338.